(1)
{
  "formula": "C18H24FeO3Te",
  "method": "ωB97M-V with the def2-TZVPD basis set",
  "symbols": ["Fe", "C", "O", "C", "C", "O", "C", "C", "O", "C", "H", "H", "H", "H", "H", "H", "H", "H", "H", "H", "H", "H", "H", "H", "Te", "C", "C", "C", "C", "C", "C", "C", "C", "C", "C", "C", "C", "H", "H", "H", "H", "H", "H", "H", "H", "H", "H"],
  "coordinates": [[1.559, -0.942, -0.343], [1.958, 1.816, -1.317], [1.632, 0.979, -0.185], [2.171, 1.455, 1.060], [1.815, 0.411, 2.082], [2.037, -0.908, 1.534], [3.315, -1.556, 1.726], [4.252, -1.151, 0.624], [3.468, -1.279, -0.580], [4.208, -0.991, -1.795], [1.410, 2.752, -1.226], [3.032, 2.003, -1.342], [1.640, 1.292, -2.215], [3.246, 1.614, 0.947], [1.706, 2.407, 1.326], [2.384, 0.545, 3.001], [0.754, 0.447, 2.321], [3.713, -1.346, 2.718], [3.099, -2.622, 1.659], [4.623, -0.127, 0.702], [5.107, -1.828, 0.591], [4.976, -1.750, -1.927], [3.506, -1.033, -2.624], [4.658, -0.002, -1.725], [-1.004, -0.792, -0.262], [-1.631, 1.126, 0.266], [-1.642, 2.141, -0.687], [-2.106, 3.398, -0.325], [-2.545, 3.633, 0.971], [-2.533, 2.614, 1.912], [-2.074, 1.348, 1.565], [-2.749, -1.821, -0.760], [-3.419, -2.498, 0.251], [-4.630, -3.101, -0.062], [-5.135, -3.026, -1.352], [-4.440, -2.353, -2.348], [-3.227, -1.743, -2.062], [-1.314, 1.955, -1.702], [-2.139, 4.191, -1.062], [-2.911, 4.613, 1.246], [-2.889, 2.797, 2.917], [-2.089, 0.548, 2.295], [-3.020, -2.559, 1.253], [-5.174, -3.634, 0.707], [-6.079, -3.500, -1.585], [-4.838, -2.303, -3.352], [-2.682, -1.221, -2.835]],
  "atomic_forces_ev_per_a": [[-0.2, -0.2, 0.3], [-0.1, 0.1, 0.0], [0.0, 0.4, -0.3], [0.0, 0.2, 0.1], [0.0, 0.1, 0.3], [0.0, -0.3, 0.0], [0.1, -0.1, 0.2], [0.1, 0.0, 0.0], [0.2, 0.0, -0.4], [0.0, -0.1, 0.0], [0.0, 0.0, 0.0], [0.0, 0.0, 0.0], [0.0, 0.0, 0.0], [0.0, -0.1, 0.0], [0.0, 0.0, -0.1], [0.0, -0.1, 0.0], [0.0, 0.0, 0.0], [-0.1, 0.1, 0.0], [0.0, 0.0, 0.0], [0.0, 0.0, 0.0], [0.0, 0.0, -0.1], [0.0, 0.0, 0.0], [0.0, 0.0, 0.0], [0.0, 0.0, 0.0], [0.1, 0.0, 0.0], [-0.1, 0.1, -0.1], [0.0, 0.1, 0.1], [0.0, 0.0, 0.0], [0.0, 0.0, 0.0], [0.0, 0.0, 0.0], [0.0, 0.1, 0.0], [0.1, -0.1, 0.0], [-0.1, 0.0, -0.1], [0.1, 0.0, 0.0], [0.0, 0.0, 0.0], [0.0, 0.0, 0.0], [-0.1, 0.0, 0.1], [0.0, 0.0, 0.0], [0.0, 0.0, 0.0], [0.0, 0.0, 0.0], [0.0, 0.0, 0.0], [0.0, 0.0, 0.0], [0.0, 0.0, 0.0], [0.0, 0.0, 0.0], [0.0, 0.0, 0.0], [0.0, 0.0, 0.0], [0.0, 0.0, 0.0]],
  "mulliken_charge": [0.026, -0.980, 0.794, -0.491, -0.487, -0.224, -0.516, -0.343, -0.313, -0.769, 0.267, 0.322, 0.339, 0.303, 0.504, 0.465, 0.137, 0.384, 0.313, 0.243, 0.520, 0.287, 0.308, 0.344, 0.597, 0.301, -0.441, -0.628, -0.513, -0.684, -0.306, 0.484, -0.367, -0.585, -0.488, -0.581, -0.385, 0.490, 0.429, 0.440, 0.434, 0.444, 0.366, 0.406, 0.405, 0.397, 0.354],
  "spin_multiplicity": 1,
  "homo_energy_ev": [-14.633, -14.634],
  "homo_lumo_gap_ev": [7.3, 7.4],
  "total_charge": 2,
  "fmax_ev_per_a": 0.48
}

(2)
{
  "formula": "C37H65F3N2O18Y",
  "method": "ωB97M-V with the def2-TZVPD basis set",
  "symbols": ["Y", "C", "C", "C", "N", "C", "C", "C", "C", "C", "C", "H", "H", "H", "H", "H", "H", "H", "H", "H", "H", "H", "H", "H", "H", "H", "H", "H", "H", "H", "H", "C", "O", "O", "C", "F", "F", "F", "C", "C", "H", "H", "H", "H", "H", "H", "O", "C", "O", "C", "C", "C", "H", "H", "H", "H", "H", "H", "H", "H", "O", "C", "O", "C", "C", "C", "H", "H", "H", "H", "H", "H", "H", "H", "C", "C", "C", "C", "N", "H", "H", "H", "H", "H", "H", "H", "C", "C", "O", "C", "O", "O", "H", "H", "H", "H", "C", "C", "O", "C", "O", "O", "H", "H", "H", "H", "C", "C", "O", "C", "O", "O", "H", "H", "H", "H", "C", "C", "O", "C", "O", "O", "H", "H", "H", "H"],
  "coordinates": [[23.029, 16.638, 8.987], [15.725, 14.997, 9.580], [15.622, 16.314, 8.911], [17.009, 16.806, 8.350], [16.902, 18.227, 7.684], [18.276, 18.338, 6.927], [18.337, 19.503, 5.919], [17.161, 19.733, 5.099], [15.843, 19.741, 5.913], [15.750, 18.399, 6.655], [16.735, 19.292, 8.777], [16.590, 14.986, 10.243], [15.882, 14.325, 8.736], [14.836, 14.882, 10.200], [15.162, 17.076, 9.541], [14.951, 16.186, 8.061], [17.147, 16.082, 7.546], [17.837, 16.908, 9.051], [18.550, 17.395, 6.455], [18.980, 18.547, 7.732], [19.210, 19.406, 5.273], [18.605, 20.429, 6.429], [17.120, 19.016, 4.280], [17.149, 20.639, 4.492], [15.107, 19.729, 5.110], [15.559, 20.664, 6.419], [15.765, 17.606, 5.907], [14.845, 18.341, 7.260], [15.771, 19.282, 9.285], [16.856, 20.308, 8.401], [17.512, 19.121, 9.522], [20.673, 19.059, 10.225], [19.654, 18.252, 10.809], [21.274, 18.275, 9.274], [20.046, 20.483, 10.070], [19.321, 20.609, 8.943], [19.318, 21.007, 11.015], [21.115, 21.312, 10.018], [19.467, 18.206, 12.212], [18.144, 17.375, 12.523], [18.274, 17.043, 13.553], [17.272, 18.029, 12.499], [18.050, 16.468, 11.927], [19.330, 19.217, 12.598], [20.321, 17.749, 12.711], [21.377, 19.120, 11.055], [15.321, 21.468, 11.695], [15.751, 21.971, 12.662], [15.291, 23.139, 13.307], [14.382, 23.963, 12.599], [14.038, 25.280, 13.452], [16.940, 21.337, 13.400], [13.499, 23.483, 12.179], [14.855, 24.301, 11.677], [15.014, 25.668, 13.740], [13.536, 25.123, 14.407], [13.588, 26.139, 12.955], [16.707, 20.518, 14.081], [17.232, 22.114, 14.106], [17.744, 21.190, 12.680], [22.846, 17.408, 13.781], [23.973, 17.698, 14.139], [24.437, 17.682, 15.431], [23.465, 17.601, 16.514], [24.089, 17.754, 17.934], [24.996, 18.154, 13.095], [22.773, 16.764, 16.419], [22.946, 18.558, 16.448], [24.783, 16.941, 18.147], [23.245, 17.898, 18.609], [24.445, 18.784, 17.968], [24.658, 19.067, 12.604], [25.334, 17.326, 12.472], [25.882, 18.380, 13.689], [19.606, 13.966, 13.044], [20.554, 14.602, 14.094], [22.116, 14.577, 13.595], [22.292, 15.276, 12.307], [22.533, 15.732, 11.251], [18.559, 13.931, 13.345], [19.845, 12.987, 12.628], [19.515, 14.583, 12.150], [20.479, 14.060, 15.037], [20.288, 15.647, 14.256], [22.497, 13.556, 13.630], [22.527, 15.140, 14.432], [21.238, 21.824, 6.018], [22.505, 21.401, 5.189], [23.208, 22.605, 5.072], [22.627, 23.543, 5.786], [23.037, 24.706, 5.984], [21.689, 23.049, 6.516], [21.027, 21.138, 6.838], [20.295, 22.082, 5.536], [22.316, 20.918, 4.230], [23.091, 20.605, 5.648], [18.625, 16.933, 18.224], [18.803, 18.346, 18.735], [18.933, 19.100, 17.567], [19.329, 18.303, 16.573], [19.485, 18.772, 15.444], [19.169, 17.062, 16.866], [17.616, 16.522, 18.250], [19.308, 16.401, 18.886], [19.752, 18.429, 19.265], [18.082, 18.803, 19.413], [18.442, 23.986, 10.465], [19.417, 24.184, 9.247], [18.895, 23.387, 8.290], [17.587, 23.155, 8.555], [16.809, 22.880, 7.700], [17.294, 23.543, 9.802], [18.279, 24.944, 10.958], [18.973, 23.351, 11.174], [20.400, 23.885, 9.610], [19.449, 25.269, 9.146], [21.932, 20.744, 13.642], [22.009, 22.218, 13.550], [22.712, 22.673, 14.621], [23.006, 21.660, 15.397], [23.636, 21.787, 16.461], [22.271, 20.529, 14.987], [22.557, 20.326, 12.853], [20.925, 20.328, 13.604], [20.958, 22.499, 13.620], [22.512, 22.367, 12.595]],
  "atomic_forces_ev_per_a": [[-2.9, 2.0, 1.9], [0.6, 0.1, 0.3], [0.7, 2.3, -0.5], [-2.6, 0.7, -0.6], [0.5, -0.5, -0.9], [-0.5, 1.4, 0.5], [1.9, 0.7, 1.1], [-2.2, 0.6, -1.1], [0.2, -1.0, -1.5], [-0.1, 0.8, 1.0], [0.7, -0.1, -0.1], [0.1, -0.3, 0.1], [-0.3, -0.9, 0.7], [0.0, -0.8, -0.4], [0.1, 0.0, 0.2], [0.0, 0.2, -0.1], [0.9, 0.3, -0.1], [-0.1, -0.3, 0.1], [-0.6, -0.1, 0.1], [0.2, -0.3, -0.1], [0.2, -0.6, 0.0], [-0.3, 0.1, 0.5], [-0.4, -0.7, 0.2], [0.6, 0.5, 0.5], [-0.5, -0.4, 0.2], [0.7, -0.2, 0.6], [0.3, -0.2, 0.3], [0.0, -0.2, -0.2], [-0.1, -0.6, -0.4], [0.1, -0.3, -0.5], [-0.1, -0.2, -0.1], [-0.2, -2.5, 3.5], [-1.2, -0.4, -1.3], [1.6, -0.3, -1.6], [2.1, 0.0, -2.3], [0.3, -0.1, -0.3], [-0.9, -0.8, 1.4], [0.4, 0.4, -0.7], [-1.5, -0.6, 0.3], [1.8, 0.9, 0.4], [-0.2, 0.1, 0.1], [-0.1, -0.2, -0.3], [0.0, 0.3, -0.3], [0.0, -0.1, 0.3], [0.2, 0.0, 0.0], [0.5, 1.0, 0.2], [-1.5, -0.2, -2.3], [0.9, 0.7, 3.0], [0.7, -1.8, -0.7], [-1.2, 2.4, -0.7], [1.5, -1.1, 0.1], [-0.4, 2.2, 0.9], [-0.1, -0.6, 0.8], [0.4, 0.2, 0.0], [0.2, 0.0, 0.1], [-0.3, -0.4, -0.3], [-0.3, -0.6, -0.6], [-0.2, -0.4, -0.7], [0.6, 0.0, 0.0], [-0.2, -0.5, 0.2], [0.3, 0.1, 0.9], [-0.2, 0.1, 0.3], [-0.3, -0.3, -1.5], [-0.3, 1.5, 0.9], [-0.5, 0.3, -1.8], [0.9, -0.3, 2.2], [0.3, -0.1, -0.2], [-0.7, -0.3, -0.5], [0.0, 0.4, 0.5], [-0.1, -1.0, 0.2], [1.1, -0.3, 0.0], [-0.1, -0.4, -0.2], [-0.6, 0.1, -0.4], [0.2, 0.4, -0.3], [-0.4, 0.6, -0.4], [0.4, -0.8, -1.9], [-2.5, 0.6, 1.3], [1.2, 0.3, -1.7], [-0.5, -0.9, 1.6], [0.1, -0.2, 0.6], [0.4, -0.2, 0.6], [0.4, 0.4, -0.1], [0.3, 0.1, 0.0], [0.0, 0.0, 0.1], [0.1, 0.1, -0.6], [0.8, 0.2, -0.6], [0.4, -0.6, -0.2], [-1.4, -1.2, -0.2], [1.0, -0.5, -1.7], [3.3, 5.6, 1.9], [-1.1, -3.7, -1.5], [-2.3, -0.1, 2.1], [0.1, 0.1, 0.0], [0.1, -0.7, -0.7], [-0.4, 0.8, -0.4], [0.3, 0.5, 0.8], [0.7, 0.3, 0.8], [0.4, 0.6, 1.0], [0.4, 1.1, -0.3], [-1.9, 3.8, -3.3], [0.8, -1.4, 1.8], [0.0, -3.0, 1.3], [0.2, 0.1, -0.5], [-0.2, -1.0, -0.7], [0.1, -0.1, 0.1], [-0.4, -0.4, -0.4], [2.2, 1.3, -0.5], [1.0, 1.5, 4.3], [-0.4, -1.0, -1.7], [0.0, 1.8, -0.9], [-0.3, -1.2, 0.3], [-1.0, -1.2, 0.6], [-0.4, -0.2, -0.1], [-1.1, -0.7, 0.1], [0.2, -0.2, -0.7], [-0.1, -0.1, -1.5], [-1.0, -1.3, 0.4], [-2.2, -0.1, -2.7], [1.3, 1.0, 0.2], [0.7, -0.6, 5.2], [-1.9, -1.3, -3.9], [2.7, 0.4, 1.1], [0.4, -0.9, 0.5], [0.0, 0.1, -0.6], [0.2, 1.2, -0.4], [-0.3, 1.3, 0.1]],
  "lowdin_spin": [0.895, 0.000, 0.000, 0.000, 0.000, 0.000, 0.000, 0.000, 0.000, 0.000, 0.000, 0.000, 0.000, 0.000, 0.000, 0.000, 0.000, 0.000, 0.000, 0.000, 0.000, 0.000, 0.000, 0.000, 0.000, 0.000, 0.000, 0.000, 0.000, 0.000, 0.000, 0.005, 0.003, 0.061, 0.000, 0.000, 0.000, 0.000, 0.000, 0.000, 0.000, 0.000, 0.000, 0.000, 0.000, 0.001, 0.000, 0.000, 0.000, 0.000, 0.000, 0.000, 0.000, 0.000, 0.000, 0.000, 0.000, 0.000, 0.000, 0.000, 0.001, 0.000, 0.000, 0.000, 0.000, 0.004, 0.000, 0.000, 0.000, 0.000, 0.000, 0.001, 0.003, 0.000, 0.000, 0.000, 0.000, 0.004, 0.019, 0.000, 0.000, 0.000, 0.000, 0.000, 0.000, 0.000, 0.000, 0.000, 0.000, 0.000, 0.000, 0.000, 0.000, 0.000, 0.000, 0.000, 0.000, 0.000, 0.000, 0.000, 0.000, 0.000, 0.000, 0.000, 0.000, 0.000, 0.000, 0.000, 0.000, 0.000, 0.000, 0.000, 0.000, 0.000, 0.000, 0.000, 0.000, 0.000, 0.000, 0.000, 0.000, 0.000, 0.000, 0.000, 0.000, 0.000],
  "spin_multiplicity": 2,
  "s2": 0.751,
  "homo_energy_ev": [-13.146, -13.769],
  "homo_lumo_gap_ev": [6.7, 7.0],
  "total_charge": 2,
  "fmax_ev_per_a": 6.77
}

(3)
{
  "formula": "C17H22N4OS2",
  "method": "ωB97M-V with the def2-TZVPD basis set",
  "symbols": ["C", "C", "C", "C", "C", "C", "C", "S", "C", "N", "N", "C", "N", "C", "N", "S", "C", "C", "C", "C", "C", "C", "C", "O", "H", "H", "H", "H", "H", "H", "H", "H", "H", "H", "H", "H", "H", "H", "H", "H", "H", "H", "H", "H", "H", "H"],
  "coordinates": [[-3.121, -0.944, 0.109], [-2.373, 0.299, 0.590], [-3.248, 1.471, 0.173], [-2.364, 0.168, 2.164], [-0.931, 0.466, 0.009], [-0.407, -0.519, -0.864], [0.907, -0.453, -1.314], [1.508, -1.721, -2.400], [1.114, -3.227, -1.595], [0.594, -3.388, -0.407], [0.240, -4.647, -0.080], [0.434, -5.476, -1.070], [0.013, -6.754, -0.859], [-0.298, -7.550, -1.882], [-0.440, -8.220, -2.817], [1.194, -4.754, -2.478], [1.703, 0.618, -0.916], [1.252, 1.629, -0.062], [2.151, 2.814, 0.304], [2.564, 2.653, 1.798], [1.497, 4.151, 0.100], [3.410, 2.892, -0.592], [-0.101, 1.530, 0.395], [-0.667, 2.479, 1.229], [-4.192, -0.998, 0.387], [-3.078, -0.973, -0.983], [-2.650, -1.874, 0.462], [-3.299, 1.518, -0.933], [-2.925, 2.476, 0.506], [-4.262, 1.334, 0.549], [-3.347, -0.145, 2.518], [-2.124, 1.089, 2.648], [-1.593, -0.562, 2.467], [-0.993, -1.393, -1.128], [-0.548, -6.862, -0.049], [2.697, 0.623, -1.330], [3.178, 1.744, 1.856], [3.196, 3.462, 2.159], [1.690, 2.517, 2.429], [0.769, 4.422, 0.899], [0.976, 4.180, -0.869], [2.258, 4.944, 0.109], [4.034, 2.037, -0.477], [3.150, 2.938, -1.662], [4.040, 3.729, -0.321], [-1.609, 2.274, 1.228]],
  "atomic_forces_ev_per_a": [[0.4, -0.8, -0.8], [-0.1, -0.1, 1.2], [-0.3, 0.8, -0.7], [0.6, -0.5, -0.9], [0.0, -1.5, -0.4], [-0.2, 0.5, 0.7], [-0.9, 0.1, 0.7], [0.4, 0.1, -0.3], [-0.9, -0.9, 1.2], [0.7, 1.2, -0.5], [0.1, -0.3, -1.1], [0.4, 2.2, 0.7], [0.1, -1.2, -1.0], [0.3, -0.9, -1.4], [-0.1, 0.5, 0.8], [-0.4, -0.3, 0.5], [0.0, -0.3, -0.1], [-0.9, 0.1, -0.3], [0.8, -0.1, 0.5], [0.4, -0.8, -0.8], [-1.3, 1.2, 0.4], [-0.5, -0.5, -0.1], [0.1, 0.0, -0.1], [1.1, -0.3, -0.5], [0.6, 0.4, 0.1], [-0.2, -0.1, 0.0], [0.0, 0.3, 0.0], [0.0, 0.0, 0.5], [-0.3, -0.4, -0.2], [0.0, 0.0, 0.0], [0.1, -0.1, -0.1], [0.2, 0.7, 0.4], [-0.5, 0.2, -0.1], [0.0, 0.3, 0.0], [-0.4, 0.0, 1.0], [0.2, 0.3, 0.2], [-0.2, 0.1, 0.2], [-0.2, 0.3, -0.1], [0.0, 0.2, 0.1], [0.4, -0.4, -0.6], [0.1, 0.1, 0.2], [-0.2, -0.2, -0.1], [0.5, -0.9, 0.1], [0.0, 0.2, 0.3], [-0.1, 0.4, 0.0], [0.3, 0.3, 0.3]],
  "mulliken_charge": [-2.043, 0.911, -1.469, -1.600, 0.913, -0.563, -1.197, -0.322, 0.503, -0.022, -0.730, 0.428, -0.245, 0.391, -0.425, -0.160, -0.098, -0.304, 2.028, -1.552, -1.717, -2.113, 1.473, -0.696, 0.388, 0.463, 0.423, 0.328, 0.316, 0.478, 0.466, 0.316, 0.361, 0.520, 0.301, 0.467, 0.357, 0.407, 0.343, 0.285, 0.359, 0.474, 0.432, 0.433, 0.450, 0.237],
  "relative_energy_kj_mol": 0.00,
  "spin_multiplicity": 1,
  "homo_energy_ev": -8.261,
  "homo_lumo_gap_ev": 8.7,
  "total_charge": 0,
  "fmax_ev_per_a": 2.35
}

- Number 3 is which compound?
  C17H22N4OS2

- What is the formula in the third record?
  C17H22N4OS2